Below is a cluster of 10 separate species, C65H82N12O13 in total, with properties calculated with ωB97M-V/def2-TZVPD.

Element x y z (Å)
C (16.96538, 19.94315, 34.39814)
C (16.14523, 19.40122, 33.44105)
C (16.72009, 18.64389, 32.36860)
C (18.11635, 18.52773, 32.24986)
C (18.99827, 19.11568, 33.18276)
C (18.44105, 19.85666, 34.20209)
C (20.47988, 19.01343, 32.94167)
O (21.25772, 19.32089, 33.81103)
C (20.92793, 18.53117, 31.54038)
C (22.24490, 18.64859, 31.04297)
C (22.66415, 18.23154, 29.79594)
C (21.78716, 17.47796, 28.98536)
C (20.46106, 17.23303, 29.47165)
C (20.05631, 17.76702, 30.73935)
C (18.63508, 17.62033, 31.14253)
O (17.85628, 16.77163, 30.62089)
H (16.63433, 20.58254, 35.20311)
H (15.08555, 19.50468, 33.62209)
H (16.08704, 18.00262, 31.77326)
H (19.02322, 20.28403, 35.00510)
H (22.89536, 19.17005, 31.72954)
H (23.61351, 18.53590, 29.38062)
H (22.16688, 16.86040, 28.18484)
H (19.85567, 16.55753, 28.88547)
C (30.74441, 16.46252, 34.15212)
C (31.80478, 16.34937, 35.03397)
C (31.64549, 15.70601, 36.29880)
C (30.37672, 15.10675, 36.61286)
C (29.30634, 15.17954, 35.66009)
C (29.56178, 15.82649, 34.44896)
C (28.00085, 14.60994, 35.96121)
O (27.04964, 14.80760, 35.22209)
C (27.85034, 13.80148, 37.22586)
C (26.64112, 13.09826, 37.42449)
C (26.40537, 12.48710, 38.64810)
C (27.43284, 12.34354, 39.55931)
C (28.69343, 13.11448, 39.33067)
C (28.93639, 13.72489, 38.11837)
C (30.32292, 14.27538, 37.87274)
O (31.20944, 14.10511, 38.74303)
H (30.78908, 16.83680, 33.14004)
H (32.74210, 16.87172, 34.91156)
H (32.58083, 15.75792, 36.83624)
H (28.83062, 15.88051, 33.65594)
H (25.88733, 13.09110, 36.65109)
H (25.46074, 12.03851, 38.91801)
H (27.16996, 11.88725, 40.50223)
H (29.52359, 13.08907, 40.02103)
C (39.08987, 25.70521, 14.95702)
C (38.88773, 24.36265, 14.68132)
C (37.93740, 23.62020, 15.36160)
C (37.30215, 24.22863, 16.52616)
C (37.46526, 25.61568, 16.79373)
C (38.43748, 26.33299, 16.00930)
C (36.67689, 26.31333, 17.93903)
O (36.83083, 27.51860, 18.08160)
C (36.04648, 25.37849, 18.91913)
C (35.75702, 25.83872, 20.17189)
C (35.48228, 25.02773, 21.25274)
C (35.32894, 23.68611, 21.05233)
C (35.68238, 23.10429, 19.86422)
C (35.95940, 23.94828, 18.76882)
C (36.40701, 23.29224, 17.46828)
O (36.16087, 22.16990, 17.17985)
H (39.78722, 26.29396, 14.37954)
H (39.33990, 23.88761, 13.82324)
H (37.82620, 22.59315, 15.04665)
H (38.72256, 27.37264, 16.07441)
H (35.77905, 26.91834, 20.15359)
H (35.28072, 25.48347, 22.21090)
H (34.98184, 23.09567, 21.88737)
H (35.60161, 22.04054, 19.69595)
C (27.83497, 11.95964, 29.84514)
O (28.47908, 11.52392, 30.80735)
N (27.75570, 11.33792, 28.78611)
N (27.18281, 13.12805, 29.87293)
H (27.06362, 11.65653, 28.12308)
H (28.38039, 10.56134, 28.62241)
H (27.11792, 13.44436, 30.82992)
H (26.67084, 13.41238, 29.05004)
C (28.94222, 19.70680, 25.30991)
O (29.34896, 19.80049, 26.40660)
N (28.20443, 18.72448, 24.88135)
N (28.74841, 20.66845, 24.52388)
H (27.83114, 18.82254, 23.94800)
H (27.98408, 17.91718, 25.44687)
H (29.29614, 21.49867, 24.69942)
H (28.00581, 20.50722, 23.85855)
C (36.47229, 18.19997, 26.98563)
O (36.53562, 18.52743, 28.17322)
N (35.45543, 18.61907, 26.26560)
N (37.35031, 17.44003, 26.35027)
H (34.84292, 19.34697, 26.60487)
H (35.23348, 18.20417, 25.37190)
H (38.12032, 17.02250, 26.85311)
H (37.32147, 17.33477, 25.34619)
C (26.58884, 12.36768, 23.03822)
O (26.26118, 13.10626, 24.00041)
N (25.88662, 11.62749, 22.27979)
N (27.79015, 12.51682, 22.56805)
H (24.89842, 11.54254, 22.47041)
H (26.36126, 10.96207, 21.68647)
H (28.14427, 11.99043, 21.78216)
H (28.49204, 13.01231, 23.09903)
C (33.25677, 23.39215, 29.29791)
O (34.19985, 24.11901, 29.09840)
N (33.29928, 22.19310, 29.78251)
N (32.06150, 23.82918, 29.28088)
H (32.48642, 21.68229, 30.09624)
H (34.20241, 21.74951, 29.87009)
H (31.98217, 24.83489, 29.32933)
H (31.19129, 23.33551, 29.14254)
C (26.47775, 26.94508, 26.61113)
C (27.43265, 28.02407, 26.05714)
C (28.67848, 27.41376, 25.28789)
C (28.60843, 27.04574, 23.79490)
C (28.12964, 28.27586, 22.97424)
C (26.81185, 28.96863, 23.65643)
N (26.80589, 28.96794, 25.16458)
O (25.61666, 29.62637, 25.56417)
C (26.72983, 30.36755, 23.17771)
C (25.70461, 28.11589, 23.12148)
C (28.10269, 28.69785, 27.26179)
H (25.55126, 27.32353, 27.04297)
H (26.80943, 26.32708, 27.44550)
H (26.14184, 26.32370, 25.78098)
H (29.53704, 28.07423, 25.40938)
H (28.88672, 26.42414, 25.69459)
H (27.88995, 26.23318, 23.68698)
H (29.50767, 26.61881, 23.35084)
H (28.05817, 27.96691, 21.93138)
H (28.99865, 28.93201, 23.02322)
H (26.51461, 30.53935, 22.12308)
H (25.78807, 30.81467, 23.49594)
H (27.43370, 30.96029, 23.76194)
H (25.81414, 27.89682, 22.05936)
H (25.74809, 27.12092, 23.56449)
H (24.76081, 28.64088, 23.26883)
H (28.83068, 29.40380, 26.86210)
H (28.45348, 27.90478, 27.92216)
H (27.31418, 29.20699, 27.81600)
H (25.97695, 30.43604, 25.93326)
C (23.67251, 21.81467, 20.26771)
C (23.27802, 20.71011, 19.33239)
C (22.65248, 21.36236, 18.16641)
C (22.51782, 20.64253, 16.76403)
C (23.88722, 20.21034, 16.35554)
C (24.61871, 19.38008, 17.51097)
N (24.56795, 20.03663, 18.80516)
O (25.26862, 19.33148, 19.84091)
C (23.98815, 18.00707, 17.59637)
C (26.11963, 19.24789, 17.07247)
C (22.23920, 19.85308, 20.10257)
H (23.81903, 21.41664, 21.27180)
H (22.84832, 22.50806, 20.43515)
H (24.51470, 22.34316, 19.82105)
H (21.67656, 21.79813, 18.38034)
H (23.11125, 22.34573, 18.06341)
H (22.03147, 21.25293, 16.00312)
H (22.00191, 19.68595, 16.68107)
H (24.39224, 21.12174, 16.03554)
H (23.65299, 19.58034, 15.49744)
H (23.98701, 17.39103, 16.69715)
H (24.48126, 17.33539, 18.29908)
H (22.97005, 17.92759, 17.97748)
H (26.25272, 18.89550, 16.04963)
H (26.69860, 20.17071, 17.10861)
H (26.63078, 18.50166, 17.68073)
H (21.79685, 19.16071, 19.38628)
H (21.30838, 20.34746, 20.38054)
H (22.57856, 19.08470, 20.79721)
H (24.72537, 18.54140, 19.88852)

Cartesian forces, eV/Å:
3.70 0.41 -1.37
0.75 -0.73 -0.26
0.38 0.23 1.51
-1.00 -0.68 -0.50
-0.55 0.30 -1.01
-2.65 -0.29 1.34
0.04 0.00 -0.45
0.32 -0.03 -0.34
0.11 -1.30 -0.63
-0.55 1.18 1.36
-1.04 -0.29 -0.71
-1.39 -0.49 2.22
2.11 0.53 0.62
-0.33 0.22 -1.29
-2.44 -2.04 -0.55
2.36 2.46 1.24
-0.25 -0.25 0.11
-0.21 -0.23 -0.51
0.05 0.29 -0.43
0.41 0.12 -0.26
0.46 0.14 -0.20
0.32 -0.27 0.37
-0.11 0.53 -0.54
-0.48 0.19 0.28
0.33 -1.05 -0.12
-0.38 0.26 1.81
-1.29 0.49 -2.38
2.51 0.05 -0.24
2.33 0.48 0.69
-0.80 0.06 0.07
-1.41 -0.69 -0.05
0.36 -0.14 0.28
-0.26 -0.44 -1.27
0.83 1.17 0.21
0.69 -0.81 0.02
2.01 3.09 -0.19
-1.94 -2.72 0.46
-0.71 -0.32 0.77
-0.27 0.45 1.92
-1.83 0.68 -2.99
0.52 0.49 0.13
0.12 -0.12 -0.50
-0.53 -0.66 0.98
-0.52 -0.26 0.36
0.01 0.32 -0.05
-0.19 -0.09 -0.39
0.57 -0.11 0.16
-0.14 -0.16 0.28
0.04 0.06 0.78
-1.05 -0.34 -0.59
0.17 1.36 2.04
-0.56 -1.01 -0.63
0.50 -0.26 -0.22
-0.80 -0.78 -0.30
2.10 -0.02 -1.27
-0.92 -1.33 0.21
-0.21 -2.51 -0.02
0.19 1.60 -0.26
-0.74 1.13 -0.13
0.28 -0.67 1.24
-0.73 0.83 -1.90
1.32 0.15 -0.55
1.00 3.26 -0.32
-0.22 -1.44 -0.35
0.11 -0.07 -0.09
0.33 0.10 -0.04
-0.47 -0.11 0.50
-0.67 0.18 0.81
0.08 0.28 1.02
-0.05 -0.07 0.09
0.15 -0.28 0.05
0.13 -0.05 -0.03
1.78 1.95 6.93
-0.01 0.53 0.25
-0.76 -4.07 -7.67
-0.31 0.92 0.72
0.53 -0.65 -0.46
-0.48 0.10 -0.10
-0.60 0.73 -0.52
-0.15 0.51 0.82
-2.22 -1.73 2.07
3.42 -0.15 4.51
-2.03 -5.10 -1.43
0.68 6.05 -4.53
-0.03 -1.01 0.41
0.16 0.25 -0.25
-0.67 0.21 -0.58
0.69 1.50 -0.21
-0.09 1.04 3.31
0.71 -0.39 -0.31
-2.45 0.83 -2.53
1.72 -1.57 -1.12
0.27 -0.39 0.17
0.03 0.25 0.20
-0.30 0.24 -0.06
0.10 0.01 0.36
0.61 5.10 4.14
-0.77 -1.69 -0.79
-4.16 -3.45 -2.16
5.21 0.16 -1.30
0.26 -0.28 -0.11
-0.60 0.09 0.06
-0.10 0.15 0.18
-0.43 -0.09 0.03
2.53 0.71 0.71
1.80 0.59 -0.60
1.69 -4.96 1.07
-6.52 3.85 -0.78
0.32 0.28 -0.14
-0.24 -0.07 -0.08
-0.10 -0.19 -0.43
0.52 -0.24 0.19
-0.86 -0.24 -0.56
0.83 -1.08 -0.08
-0.03 -1.01 -0.74
-2.02 0.85 -0.30
0.70 -0.17 2.27
1.96 -2.47 -0.94
1.00 1.06 -1.98
0.39 -0.71 0.80
-1.64 1.49 0.80
-0.92 -0.40 -0.40
-1.32 0.24 -0.36
-0.02 0.77 -0.30
0.84 -0.11 -0.35
0.08 -0.36 0.07
-0.02 -0.02 0.26
0.27 0.29 0.96
-0.33 -0.11 -0.04
0.41 0.32 0.46
-0.79 0.43 -0.02
-0.15 0.59 -0.03
1.45 -0.30 -0.35
-0.40 -0.22 0.65
0.65 0.27 -1.00
0.00 0.45 -0.19
-0.42 0.12 0.37
-0.29 -0.51 0.19
0.21 -0.06 0.62
0.62 0.29 -0.10
0.10 0.34 0.16
-0.31 0.29 0.13
0.24 0.29 0.73
0.61 -1.41 0.59
-2.13 1.20 -2.64
0.34 -0.12 1.59
0.17 0.15 0.50
0.49 0.10 -1.74
-0.84 2.23 1.04
-0.93 0.35 -1.10
-0.44 -1.79 0.23
-0.15 -0.44 0.19
-0.38 -2.03 -1.97
0.81 0.04 -0.05
-0.19 0.10 -0.41
0.15 0.07 0.53
-0.54 -0.70 0.72
0.95 -0.16 -0.83
0.18 0.40 0.20
-0.96 0.16 1.13
0.82 -0.33 0.12
1.11 -0.30 -0.17
0.17 0.42 -0.43
0.66 0.16 0.20
-0.30 0.77 -0.22
-0.56 -0.09 -0.17
-0.39 0.20 0.36
0.00 0.12 0.24
-0.07 -0.16 -0.67
0.60 0.63 0.69
0.41 0.81 0.77
0.16 -0.65 0.61

LUMO (eV): -0.9634
HOMO (eV): -8.2
Structure (SMILES): O=C1c2ccccc2C(=O)c2ccccc21.O=C1c2ccccc2C(=O)c2ccccc21.O=C1c2ccccc2C(=O)c2ccccc21.CC1(C)CCCC(C)(C)N1O.CC1(C)CCCC(C)(C)N1O.NC(N)=O.NC(N)=O.NC(N)=O.NC(N)=O.NC(N)=O

Atomic partial charges in e from the Löwdin method, atoms 1 to 8:
1. C -0.04
2. C -0.07
3. C 0.01
4. C -0.09
5. C -0.11
6. C 0.02
7. C -0.26
8. O 0.12


Below is a cluster of 16 separate species, C3H40NO17 in total, with properties calculated with ωB97M-V/def2-TZVPD.

Element x y z (Å)
O (-0.97947, 0.83515, -1.86478)
C (-1.50990, 1.81543, -0.96985)
C (-1.36855, 1.35803, 0.52871)
C (-2.65701, 0.62169, 0.93296)
N (-0.19688, 0.58471, 0.93064)
H (-2.54570, 1.87031, -1.26993)
H (-1.23185, 2.30919, 1.03098)
H (-3.26170, 1.32539, 1.55410)
H (-2.46246, -0.23384, 1.58699)
H (-3.20646, 0.42094, 0.02718)
H (3.73744, -0.59580, -2.03536)
H (0.57239, 0.66528, 0.27531)
H (-0.26564, -0.42119, 1.03368)
H (-1.47078, -1.07693, -4.39323)
H (-1.63653, 0.05706, -3.33569)
O (-2.12880, -0.60828, -3.87547)
H (3.61742, -1.47798, 2.29429)
H (2.16138, -1.04238, 1.88361)
O (3.06475, -0.73676, 2.03592)
H (-0.24755, 0.25693, -1.51489)
H (1.00384, -1.45927, -1.89109)
O (1.18138, -0.54553, -1.59569)
H (0.50783, -2.62565, 0.95305)
H (-0.94065, -2.80182, 1.59901)
O (-0.21651, -2.19732, 1.43689)
H (-5.19208, -1.53034, 0.46855)
H (-4.46930, -1.32320, -0.80532)
O (-4.30747, -1.66325, 0.08538)
H (1.47990, 4.42140, 1.67470)
H (0.23091, 4.31103, 0.77801)
O (0.97684, 3.80453, 1.11360)
H (0.49871, 1.77965, 2.47814)
H (1.00114, 0.85098, 3.63503)
O (1.11240, 1.73871, 3.25144)
H (2.29980, 2.89859, 0.41175)
H (-0.87018, 3.49418, -1.72924)
O (-0.57283, 2.88579, -1.04152)
H (3.47886, 0.11989, -0.62587)
H (1.43646, -0.70925, -0.67624)
O (4.12660, -0.26848, -1.21522)
H (0.93507, -3.18390, -3.59041)
H (-0.10347, -3.39318, -2.52232)
O (0.86946, -3.32036, -2.63808)
H (-2.09173, -2.05543, -2.41840)
H (-2.43769, -3.25359, -1.42271)
O (-1.84557, -2.93532, -2.10528)
H (-4.10105, 1.20501, -2.97131)
H (-3.50775, -0.22680, -2.74482)
O (-4.07696, 0.45761, -2.35708)
H (2.93451, -2.17014, -0.04396)
H (2.04217, -3.12097, -0.62915)
O (2.10721, -2.61646, 0.20560)
H (-0.33738, -0.95858, 3.09711)
H (-0.07250, -1.25868, 4.50851)
O (0.37473, -0.85603, 3.75304)
H (3.51981, 1.89563, 1.48640)
H (2.81741, 1.93296, -0.83417)
O (2.70590, 2.05412, 0.11940)
H (3.64087, 0.89995, 2.52981)
H (2.41573, 1.92678, 2.90890)
O (3.46148, 1.86978, 2.50837)

Cartesian forces, eV/Å:
-0.85 -0.49 -0.01
3.63 -2.41 0.83
-0.88 -0.25 -0.16
0.16 1.68 1.08
1.12 0.11 -0.63
-0.19 1.17 -0.01
-0.51 0.22 0.30
0.16 -0.53 -0.50
-0.13 -0.09 -0.55
-0.24 -0.65 0.21
-0.43 0.39 0.36
0.07 0.90 0.16
-1.11 0.03 -0.15
-0.01 -0.02 -0.22
-0.04 -0.20 -0.07
0.37 0.11 0.35
-0.24 -0.32 0.03
0.11 -0.23 0.44
0.32 0.56 -0.19
-0.50 0.88 -0.16
-0.03 -0.07 -0.37
0.36 -0.55 0.26
-0.26 -0.16 0.21
-0.01 -0.37 -0.22
-0.12 0.07 0.01
0.46 -0.25 0.15
0.24 0.10 -0.07
-0.90 -0.11 -0.22
-0.45 -0.13 -0.11
-0.07 -0.14 -0.32
0.73 0.53 0.76
0.47 -0.44 0.17
-0.35 -0.31 -0.02
0.40 0.79 -0.02
-0.63 -0.24 -1.13
0.27 -0.04 -0.14
-1.51 1.08 -0.38
-0.34 -0.14 -0.28
0.00 -0.08 -0.17
0.83 -0.40 0.09
0.40 -0.15 -0.01
0.08 -0.02 0.39
-0.46 0.39 -0.10
-0.32 0.04 0.07
-0.31 0.30 0.07
0.68 -0.34 -0.20
0.00 -0.53 -0.03
-0.25 0.52 -0.39
-0.21 0.04 0.44
0.17 0.38 0.76
-0.74 -0.38 0.31
0.97 -0.28 -1.50
0.68 0.15 -0.30
0.51 0.10 0.42
-0.92 -0.13 0.25
-0.78 0.79 0.55
-0.14 0.85 0.22
0.58 -0.65 0.16
-0.23 -0.23 0.74
-0.36 -0.28 -0.62
0.79 -0.57 -0.53

Relative energy (zero: lowest compared OMol25 entry of this formula, charge and spin) (kJ/mol): 66.2
LUMO (eV): -2.4238
Net charge: +1
HOMO (eV): -12.1

Atomic partial charges in e from the natural (NBO) method, atoms 1 to 8:
1. O -0.81
2. C 0.34
3. C -0.08
4. C -0.62
5. N -0.91
6. H 0.20
7. H 0.18
8. H 0.22


Below is the molecule C5H7N2OPS, with properties calculated with ωB97M-V/def2-TZVPD.

Element x y z (Å)
C (1.84658, 0.98984, -0.31704)
C (0.90626, 1.62668, -1.05422)
C (1.36364, -0.11200, 0.34812)
C (-0.74081, 0.06374, -0.28782)
C (2.26540, -0.88433, 1.32208)
N (-0.43581, 1.11632, -0.99820)
N (0.06501, -0.45663, 0.55534)
O (-4.87610, -1.37393, 0.30555)
P (-2.62208, -0.20674, -0.62722)
S (-3.63299, -0.85638, 0.99900)
H (2.87235, 1.21242, -0.18056)
H (1.13972, 2.42251, -1.70901)
H (2.01575, -1.93743, 1.64731)
H (3.34824, -0.81627, 0.92657)
H (2.42544, -0.36752, 2.22978)
H (-3.01852, 0.88869, -1.62397)
H (-2.92210, -1.30896, -1.53573)

Cartesian forces, eV/Å:
-0.67 -0.87 -0.25
-3.57 -2.07 0.76
-0.66 -2.09 4.61
-2.10 2.84 -1.65
2.36 -0.62 -1.55
2.84 2.69 -2.66
2.10 -2.26 0.06
-0.63 -0.37 -0.03
0.57 -0.25 -1.28
0.09 0.45 0.34
0.82 0.44 -0.42
-0.35 0.94 -0.44
-0.08 1.23 -1.05
-1.52 -0.67 0.26
-0.48 0.99 1.17
0.70 -1.02 1.57
0.58 0.65 0.57

Relative energy (zero: lowest compared OMol25 entry of this formula, charge and spin) (kJ/mol): 464.2
LUMO (eV): -0.4344
HOMO (eV): -7.3

Atomic partial charges in e from the natural (NBO) method, atoms 1 to 8:
1. C -0.31
2. C 0.10
3. C 0.28
4. C 0.19
5. C -0.65
6. N -0.49
7. N -0.44
8. O -1.00